[1]
The following is a DFT calculation (the ωB97M-V functional and the def2-TZVPD basis) of a single C13H20N2O3S molecule.

Geometry (Å):
1 S 0.8426 -1.2245 3.1485
2 O -2.9345 0.0935 -0.5319
3 O 1.0702 -1.2143 -2.3938
4 O 0.9947 -1.6249 -0.1925
5 N -2.5814 -0.0017 1.6881
6 N -0.8088 0.3474 0.2415
7 C -0.4036 2.7189 -1.5363
8 C -0.0767 -3.4972 2.4322
9 C -1.1796 -2.6143 2.4192
10 C 0.6706 -0.9650 -1.1477
11 C 0.2479 3.9796 -2.0919
12 C -0.2293 0.2583 -1.0761
13 C 1.6782 1.7798 -0.4331
14 C -2.1496 0.1157 0.3963
15 C -0.8501 -1.3467 2.7868
16 C 1.9311 -2.3333 -2.5660
17 C -1.7426 -0.1410 2.8585
18 C 0.5620 1.5333 -1.4467
19 C 1.0748 -2.8897 2.8069
20 H 1.4559 -3.2382 -2.1827
21 H 1.2596 2.0655 0.5289
22 H -3.5569 -0.2377 1.7688
23 H -1.2394 2.4384 -2.1799
24 H -0.1888 0.0426 0.9780
25 H -0.4995 4.7587 -2.2208
26 H 2.1105 -2.4170 -3.6344
27 H 2.8694 -2.1750 -2.0303
28 H -0.1438 -4.5379 2.1710
29 H -1.1298 0.7596 2.9855
30 H -2.1753 -2.9087 2.1383
31 H 1.0035 1.3589 -2.4335
32 H 2.3344 2.5756 -0.7743
33 H -1.0544 0.1283 -1.7874
34 H 1.0151 4.3565 -1.4208
35 H 2.0553 -3.3107 2.9018
36 H 2.2790 0.8835 -0.2940
37 H -0.8101 2.9204 -0.5439
38 H -2.4035 -0.2160 3.7274
39 H 0.7028 3.7793 -3.0597

For the frontier orbital gap, the calculation gives 0.347 hartree. The calculation puts the largest force on an atom at 0.012 hartree/bohr. The calculation puts the energy relative to the best compared isomer or geometry (same formula, charge and spin) at 0.670 eV.

natural (NBO) population analysis, charges in e, atoms 1 to 8:
1 S 0.431
2 O -0.666
3 O -0.505
4 O -0.610
5 N -0.630
6 N -0.660
7 C -0.396
8 C -0.242

[2]
The following is a DFT calculation (the ωB97M-V functional and the def2-TZVPD basis) of 2 unconnected molecules or ions with the total composition C4H9N4.

Geometry (Å):
1 N 3.6580 0.3886 0.5415
2 N -0.8432 -2.1556 0.8015
3 N 0.6918 -1.4904 -0.9696
4 N 2.7771 -0.0026 0.0026
5 C 0.0312 -1.3698 0.2190
6 C 0.3811 1.4021 -0.8409
7 C 0.2569 -0.1810 0.9733
8 C 0.7505 1.0393 0.5758
9 H -1.2913 -3.1138 0.7343
10 H -0.2129 -0.1288 2.0659
11 H -1.2458 -1.6768 1.5958
12 H -0.6994 1.7092 -0.9237
13 H 0.6798 -2.4370 -1.4546
14 H 0.8264 2.2882 -1.1782
15 H 0.6225 2.0034 1.3727
16 H 1.6079 -1.2317 -0.8345
17 H 0.3308 0.5747 -1.5041

For the frontier orbital gap, the calculation gives 0.329 hartree. The calculation puts the largest force on an atom at 0.105 hartree/bohr. The total charge is +1. The calculation puts the energy relative to the best compared isomer or geometry (same formula, charge and spin) at 1.947 eV.

natural (NBO) population analysis, charges in e, atoms 1 to 8:
1 N 0.117
2 N -0.706
3 N -0.745
4 N -0.092
5 C 0.516
6 C -0.704
7 C -0.365
8 C -0.009

[3]
The following is a DFT calculation (the ωB97M-V functional and the def2-TZVPD basis) of 4 unconnected molecules or ions with the total composition C7H18Cl4O6.

Geometry (Å):
1 Cl 0.4655 3.0443 -0.0183
2 Cl 0.1380 1.0550 2.0485
3 Cl -1.4734 3.4503 2.0728
4 Cl -1.9132 1.4310 0.0633
5 O 0.3217 -1.0832 -2.2271
6 O -2.4854 -0.6611 5.1687
7 O 1.3988 4.1295 -4.5388
8 O 1.2784 0.7879 -4.2570
9 O -0.3331 -3.1689 -0.4110
10 O -2.1312 -2.9298 3.0992
11 C 1.0850 -1.2929 -1.0595
12 C -1.4255 -2.6889 4.3171
13 C 1.9484 3.1170 -3.7069
14 C 1.0305 1.9436 -3.4402
15 C 0.2116 -1.9204 -0.0033
16 C -0.6909 2.2410 1.0422
17 C -1.3145 -1.2205 4.6078
18 H 1.2890 1.0512 -5.1804
19 H -1.5087 -3.1035 2.3871
20 H -1.0745 -0.7403 3.6515
21 H 1.3693 3.7932 -5.4387
22 H -0.0133 2.2553 -3.5170
23 H -1.9678 -3.2129 5.1093
24 H 2.2329 3.5752 -2.7590
25 H -0.9825 -3.0128 -1.1027
26 H 1.5037 -0.3614 -0.6525
27 H 0.8557 -2.1729 0.8482
28 H -0.4716 -1.0471 5.2785
29 H -0.4264 -3.1390 4.3021
30 H 1.2143 1.6255 -2.4134
31 H 2.8990 2.7491 -4.1181
32 H -3.1882 -0.7884 4.5247
33 H 1.9164 -1.9835 -1.2559
34 H -0.5575 -1.2452 0.3823
35 H 0.7994 -0.4766 -2.8033

For the frontier orbital gap, the calculation gives 0.373 hartree. The calculation puts the largest force on an atom at 0.015 hartree/bohr.

natural (NBO) population analysis, charges in e, atoms 1 to 8:
1 Cl 0.048
2 Cl 0.057
3 Cl 0.062
4 Cl 0.065
5 O -0.742
6 O -0.713
7 O -0.707
8 O -0.739

Look up the frontier orbital gap of the third one. 0.373 hartree